(1)
This record from the OMol25 dataset describes a structure of composition C32H30MnN3O3P at a distorted geometry. The level of theory is the ωB97M-V functional and the def2-TZVPD basis.

As for the multiplicity: 4. Its charge is +4. Its frontier orbital gap (spin up / spin down) is 6.625 / 4.019 eV. The calculation puts the HOMO energy (spin up / spin down) at -19.3728 / -19.2701 eV.

Structure (XYZ):
```
70
Properties=species:S:1:pos:R:3:mulliken_charge:R:1
N 0.606 3.215 -2.116 -0.435
C 0.758 3.811 -1.073 0.378
C 0.722 4.768 0.155 -0.667
H -0.241 4.723 0.722 0.171
H 0.848 5.880 0.085 0.427
H 1.368 4.482 1.017 0.215
N 3.463 -1.527 -2.360 -0.446
C 3.866 -2.103 -1.420 0.429
C 4.449 -2.779 -0.292 -0.800
H 5.546 -2.730 -0.347 0.339
H 4.189 -3.842 -0.349 0.296
H 4.018 -2.428 0.676 0.204
N -2.911 -2.700 -1.106 -0.456
C -3.630 -2.499 -0.199 0.421
C -4.270 -2.109 1.107 -0.407
H -3.608 -2.513 1.895 0.131
H -5.291 -2.447 1.322 0.393
H -4.073 -1.041 1.491 -0.029
Mn -0.048 0.775 -3.280 0.980
C 0.399 -2.310 0.432 0.173
O 0.140 -2.638 1.522 -0.236
C 0.396 0.886 0.645 -0.023
O 1.003 0.753 1.672 -0.383
C 0.522 1.679 -4.678 -0.328
C -1.193 1.699 -4.228 -0.328
C -1.778 0.318 -3.874 -0.334
C -1.048 -0.938 -3.965 -0.224
C 0.315 -0.990 -4.276 -0.163
C 1.113 0.203 -4.540 -0.350
H 1.203 2.461 -4.222 0.407
H -1.480 2.557 -3.547 0.399
H -2.757 0.235 -3.367 0.479
H -1.567 -1.892 -3.798 0.491
H 0.829 -1.961 -4.450 0.507
H 2.203 0.050 -4.547 0.475
O -1.057 0.756 1.926 -0.218
P -1.249 1.066 3.397 1.705
C -0.014 2.217 4.006 0.542
C 0.974 1.857 4.929 -0.144
C 1.889 2.834 5.353 -0.662
C 1.823 4.148 4.864 -0.512
C 0.884 4.463 3.870 -0.714
C -0.075 3.519 3.493 -0.707
C -2.838 1.784 3.741 0.275
C -3.106 2.157 5.070 -0.344
C -4.341 2.717 5.400 -0.805
C -5.306 2.904 4.403 -0.509
C -5.030 2.545 3.080 -0.681
C -3.794 1.986 2.739 -0.311
C -1.125 -0.470 4.299 0.408
C -2.236 -1.021 4.952 -0.331
C -2.059 -2.168 5.741 -0.544
C -0.818 -2.833 5.737 -0.693
C 0.157 -2.463 4.781 -0.492
C 0.063 -1.205 4.186 -0.535
H 1.037 0.824 5.284 0.521
H 2.665 2.550 6.065 0.496
H 2.489 4.932 5.242 0.484
H 0.891 5.441 3.383 0.556
H -0.860 3.777 2.774 0.631
H -2.351 2.008 5.847 0.409
H -4.540 3.003 6.433 0.468
H -6.274 3.335 4.663 0.460
H -5.781 2.704 2.305 0.462
H -3.565 1.709 1.709 0.483
H -3.214 -0.543 4.840 0.595
H -2.896 -2.542 6.343 0.482
H -0.666 -3.636 6.471 0.491
H 1.002 -3.091 4.478 0.513
H 0.920 -0.771 3.652 0.516
```

(2)
This record from the OMol25 dataset describes the molecule C2H5NO2 at a distorted geometry. The level of theory is the ωB97M-V functional and the def2-TZVPD basis.

As for the multiplicity: 3. Its charge is 0. As for the energy relative to the best compared isomer or geometry (same formula, charge and spin): 3.018 eV. Its frontier orbital gap (spin up / spin down) is 5.222 / 9.001 eV. The calculation puts the HOMO energy (spin up / spin down) at -4.2718 / -10.6497 eV.

Structure (XYZ):
```
10
Properties=species:S:1:pos:R:3:mulliken_charge:R:1
C 0.629 0.743 -0.266 -0.478
C -0.482 -0.164 0.215 0.141
N 0.472 -1.251 -0.170 -0.360
O 1.622 -0.335 -0.167 -0.207
O -1.655 -0.348 -0.295 -0.395
H 0.273 1.131 -1.270 0.260
H 0.861 1.405 0.516 0.327
H -0.515 -0.060 1.305 0.176
H 0.566 -2.036 0.456 0.170
H -1.646 -0.999 -1.022 0.367
```

(3)
This record from the OMol25 dataset describes a structure of composition C47H36BrCdN3O2STe at a distorted geometry. The level of theory is the ωB97M-V functional and the def2-TZVPD basis.

As for the multiplicity: 1. Its charge is 0. As for the energy relative to the best compared isomer or geometry (same formula, charge and spin): 12.233 eV. Its frontier orbital gap (spin up / spin down) is 2.730 / 2.728 eV. The calculation puts the HOMO energy (spin up / spin down) at -4.3406 / -4.3399 eV.

Structure (XYZ):
```
92
Properties=species:S:1:pos:R:3:mulliken_charge:R:1
Cd 12.563 9.057 11.074 0.010
C 15.048 17.645 11.983 -1.433
C 14.600 16.249 11.454 0.523
C 14.968 15.045 11.999 -1.595
C 14.654 13.785 11.310 0.200
C 15.786 12.964 11.078 0.646
O 15.707 11.727 10.502 -0.482
C 17.107 13.451 11.429 0.250
C 17.576 14.814 11.268 -0.080
C 18.820 15.210 11.765 -0.894
C 19.536 14.294 12.533 -0.484
C 19.238 12.905 12.489 -0.572
C 18.094 12.496 11.818 -0.628
C 13.468 13.872 10.528 -1.254
O 13.612 11.695 9.496 0.109
C 12.675 15.083 10.191 1.406
C 13.576 16.266 10.403 -0.107
C 11.190 15.093 10.522 -0.132
N 10.620 14.045 10.882 -0.301
C 9.453 13.312 10.510 -0.898
C 9.665 12.597 9.153 -0.220
Te 8.351 13.449 7.622 0.145
C 9.653 12.779 6.086 -0.307
C 10.439 13.790 5.488 -0.252
C 11.600 13.459 4.790 -0.328
C 11.793 12.128 4.452 -0.289
C 10.880 11.140 4.771 -0.522
C 9.800 11.451 5.621 -0.305
C 10.512 16.453 10.542 1.133
C 9.460 16.586 11.434 -0.583
C 8.669 17.779 11.451 -0.845
C 8.974 18.791 10.520 -0.567
C 10.136 18.736 9.741 -0.937
C 10.815 17.549 9.648 0.352
H 14.958 17.716 13.087 0.345
H 14.477 18.470 11.557 0.385
H 16.133 17.761 11.717 0.246
H 15.528 15.075 12.931 0.474
H 17.040 15.523 10.684 0.521
H 19.231 16.213 11.638 0.398
H 20.389 14.608 13.124 0.356
H 19.882 12.244 13.021 0.404
H 17.886 11.438 11.567 0.380
H 12.993 17.178 10.577 0.692
H 8.557 13.900 10.460 0.410
H 9.356 12.577 11.320 0.294
H 9.302 11.568 9.249 0.486
H 10.695 12.642 8.762 -0.122
H 10.380 14.860 5.765 0.379
H 12.336 14.219 4.584 0.379
H 12.721 11.851 3.956 0.363
H 11.049 10.111 4.483 0.363
H 9.100 10.660 5.984 0.386
H 9.198 15.702 12.024 0.473
H 7.835 17.946 12.149 0.367
H 8.258 19.560 10.262 0.395
H 10.503 19.604 9.213 0.428
H 11.610 17.397 8.909 0.069
S 15.517 12.206 7.721 -0.457
C 14.671 13.793 7.649 0.349
C 15.456 14.899 7.284 -1.202
C 15.128 16.060 7.951 -0.561
C 13.909 16.305 8.676 -0.590
C 12.777 15.216 8.554 0.366
C 13.443 13.954 8.314 -0.234
N 13.179 13.072 9.424 0.481
C 14.943 11.392 9.269 1.277
C 15.048 9.895 9.116 0.210
C 16.150 9.474 8.410 -0.316
C 16.288 8.165 7.898 -0.912
C 15.375 7.229 8.257 -0.566
C 14.419 7.586 9.206 0.007
C 14.207 8.914 9.635 -1.060
H 16.319 14.840 6.597 0.407
H 15.782 16.961 7.947 0.372
H 13.492 17.297 8.468 0.516
H 11.887 15.410 7.957 0.468
H 16.962 10.191 8.254 0.392
H 17.059 8.014 7.179 0.406
H 15.380 6.217 7.879 0.410
H 13.811 6.804 9.681 0.369
Br 7.002 8.280 12.632 -0.135
C 8.270 8.219 11.200 -0.022
C 8.025 7.488 10.007 -0.229
C 9.131 7.113 9.242 -0.696
C 10.355 7.742 9.422 -0.099
N 10.552 8.627 10.444 -0.144
C 9.520 8.797 11.360 -0.239
H 7.027 7.161 9.818 0.494
H 9.013 6.465 8.377 0.344
H 11.193 7.620 8.718 0.484
H 9.750 9.372 12.215 0.478
```